C28H41ClN6NaO4P as an isolated structure, computed with the ωB97M-V functional and the def2-TZVPD basis.

The geometry in XYZ format:
```
82
Properties=species:S:1:pos:R:3:forces:R:3
Na -0.386 -0.543 1.142 -0.33 0.29 -0.31
C -2.382 -2.825 2.337 -0.16 -0.04 0.04
C -2.035 -3.328 0.937 0.03 -0.06 0.03
N -1.974 -2.264 -0.041 -0.02 0.03 -0.08
C -3.232 -1.845 -0.609 -0.12 -0.02 -0.02
C -3.538 -0.372 -0.405 -0.06 0.03 -0.09
C -4.452 0.312 -1.198 0.04 0.00 0.03
C -4.708 1.643 -0.909 -0.02 0.01 -0.03
C -4.067 2.246 0.161 0.02 0.00 0.01
C -3.168 1.485 0.898 -0.01 0.12 0.00
C -2.417 2.053 2.091 -0.06 0.16 -0.07
N -1.653 1.036 2.769 0.11 -0.11 0.06
C -2.449 0.147 3.597 -0.15 0.01 0.09
C -1.707 -1.123 3.999 0.01 0.00 0.04
N -1.349 -1.952 2.859 0.16 0.01 -0.04
N -2.914 0.220 0.603 0.09 -0.19 0.11
H -2.586 -3.683 3.000 0.00 0.04 -0.07
H -3.309 -2.248 2.278 -0.03 0.02 -0.02
H -2.760 -4.110 0.659 0.02 0.00 0.04
H -1.054 -3.810 0.963 0.03 0.00 0.02
H -1.264 -2.431 -0.755 0.04 -0.06 0.05
H -4.057 -2.399 -0.141 0.02 -0.03 -0.03
H -3.290 -2.075 -1.679 0.01 0.04 0.01
H -4.941 -0.186 -2.024 -0.02 -0.02 -0.04
H -5.404 2.209 -1.515 0.00 0.00 0.00
H -4.251 3.282 0.413 0.00 0.01 0.01
H -3.145 2.572 2.740 0.04 -0.04 -0.01
H -1.726 2.817 1.726 -0.01 0.02 -0.02
H -0.869 1.419 3.280 0.03 0.00 0.00
H -3.332 -0.129 3.019 -0.03 -0.02 0.00
H -2.817 0.647 4.509 0.03 -0.05 -0.02
H -2.331 -1.665 4.727 0.03 0.03 0.00
H -0.777 -0.849 4.501 0.00 0.05 0.02
H -0.502 -2.468 3.057 -0.02 -0.07 0.01
C 3.620 -0.026 1.396 0.10 0.08 0.02
P 2.577 -0.694 2.693 -0.20 0.05 -0.03
C 2.640 -2.490 2.598 0.11 -0.07 0.17
C 3.421 -0.322 4.243 0.17 0.00 0.01
O 1.193 -0.130 2.698 0.12 0.06 0.28
H 4.477 -0.668 1.200 0.08 -0.04 0.02
H 3.977 0.957 1.711 -0.04 0.02 -0.07
H 3.036 0.049 0.482 -0.10 -0.05 0.01
H 3.663 -2.818 2.414 0.03 -0.04 -0.01
H 1.999 -2.842 1.795 -0.05 0.07 -0.09
H 2.320 -2.898 3.559 -0.06 -0.02 -0.05
H 4.426 -0.744 4.258 0.05 -0.02 0.01
H 2.849 -0.735 5.072 -0.04 -0.02 0.02
H 3.490 0.757 4.369 -0.02 0.04 -0.01
N -2.034 3.734 -3.514 -0.05 0.05 -0.05
C -1.358 2.902 -2.645 0.00 -0.05 -0.03
C -0.690 3.404 -1.527 0.05 -0.06 0.06
C -0.082 2.514 -0.663 0.02 0.17 -0.02
N -0.082 1.193 -0.815 -0.02 0.01 0.19
C -0.709 0.724 -1.894 -0.08 0.00 -0.03
C -1.354 1.519 -2.822 0.03 -0.02 0.09
H -1.747 4.699 -3.522 0.02 -0.02 0.00
H -2.209 3.363 -4.433 0.01 0.01 0.00
H -0.645 4.468 -1.332 -0.01 0.05 -0.02
H 0.442 2.893 0.208 0.02 0.01 0.05
H -0.688 -0.353 -2.015 -0.02 -0.08 -0.03
H -1.850 1.063 -3.669 -0.02 0.02 -0.04
C 5.013 1.063 -1.860 0.12 0.04 0.06
C 3.841 0.927 -2.780 -0.18 0.02 -0.13
C 3.504 1.931 -3.672 0.04 -0.05 0.05
C 2.406 1.790 -4.504 -0.11 -0.02 -0.07
Cl 1.998 3.082 -5.608 -0.02 0.01 0.01
C 1.632 0.650 -4.474 0.03 0.02 -0.04
C 1.947 -0.370 -3.585 0.12 0.08 -0.05
C 3.040 -0.224 -2.742 -0.04 0.00 0.22
O 3.401 -1.147 -1.811 0.15 -0.09 -0.07
C 2.656 -2.362 -1.754 -0.08 0.09 0.05
C 1.249 -2.147 -1.134 0.09 0.16 -0.32
O 0.268 -2.517 -1.813 0.05 -0.26 -0.09
O 1.225 -1.583 -0.020 0.23 -0.26 0.16
H 5.608 1.935 -2.126 0.01 0.01 -0.01
H 5.650 0.180 -1.898 0.02 -0.04 -0.02
H 4.691 1.172 -0.824 -0.02 0.00 0.01
H 4.101 2.831 -3.720 0.03 0.04 0.00
H 0.777 0.556 -5.128 -0.02 0.00 -0.02
H 1.325 -1.251 -3.536 -0.05 0.00 0.01
H 3.251 -3.002 -1.102 -0.11 -0.08 -0.01
H 2.579 -2.816 -2.746 0.00 0.04 0.09
```
Forces are in eV/Å.

Calculated values
- gap between HOMO and LUMO (eV) = 7.9
- energy relative to the best compared isomer or geometry (same formula, charge and spin) (eV) = 0.305
- max |F| (eV/A) = 0.539
- LUMO (eV) = 0.2
- spin multiplicity = 1
- HOMO (eV) = -7.8

Atom charges from the Löwdin analysis, given in e for atoms 1 to 8: number 1, Na, carries 0.19; number 2, C, carries -0.21; number 3, C, carries -0.20; number 4, N, carries -0.06; number 5, C, carries -0.15; number 6, C, carries -0.25; number 7, C, carries -0.03; number 8, C, carries -0.06


A 2-piece molecular cluster, C16H37BBrO2 overall, computed with the ωB97M-V functional and the def2-TZVPD basis.

The geometry in XYZ format:
```
57
Properties=species:S:1:pos:R:3:forces:R:3
C 4.734 -2.600 1.474 0.04 0.00 0.04
C 4.306 -2.722 0.008 -0.04 0.01 -0.07
C 4.893 -1.633 -0.893 0.03 -0.06 -0.10
C 4.272 -0.258 -0.637 0.00 0.07 0.09
C 2.935 -0.079 -1.367 -0.04 -0.08 -0.02
C 1.880 0.757 -0.645 -0.05 0.10 -0.05
C 1.566 0.296 0.776 0.03 -0.06 0.05
C 0.283 0.916 1.363 0.03 -0.01 -0.03
C -0.787 -0.138 1.660 0.00 0.13 -0.10
C -1.132 -0.977 0.419 0.00 -0.06 -0.09
C -0.755 -2.471 0.471 -0.02 0.03 -0.02
C -0.050 -2.980 -0.797 -0.10 0.00 0.03
B -0.655 -2.540 -2.239 0.72 0.13 0.00
Br -2.712 -2.926 -2.282 -0.39 -0.07 -0.04
H 5.608 -3.219 1.687 0.01 0.05 -0.02
H 4.998 -1.571 1.729 -0.05 -0.02 0.01
H 3.940 -2.906 2.156 0.02 -0.04 -0.02
H 4.607 -3.699 -0.377 -0.05 -0.03 0.02
H 3.216 -2.694 -0.073 0.03 0.03 0.02
H 4.708 -1.906 -1.937 0.07 0.02 0.01
H 5.982 -1.601 -0.770 -0.03 0.01 0.07
H 4.117 -0.131 0.437 0.08 -0.01 -0.04
H 4.974 0.529 -0.934 -0.06 0.01 -0.01
H 2.491 -1.062 -1.564 0.03 0.04 0.06
H 3.124 0.364 -2.350 -0.03 -0.08 -0.03
H 2.163 1.818 -0.633 0.03 -0.02 0.03
H 0.960 0.689 -1.233 0.02 0.06 -0.01
H 1.458 -0.795 0.764 0.04 0.01 0.00
H 2.416 0.512 1.431 -0.05 -0.02 0.00
H -0.132 1.640 0.653 0.01 -0.02 0.02
H 0.513 1.479 2.274 -0.01 0.01 -0.01
H -0.429 -0.778 2.475 -0.08 -0.03 -0.02
H -1.685 0.375 2.011 0.06 0.00 0.18
H -0.639 -0.550 -0.457 -0.04 0.04 0.06
H -2.200 -0.891 0.200 0.02 -0.02 -0.02
H -1.661 -3.064 0.625 0.00 0.01 0.01
H -0.124 -2.647 1.353 0.00 -0.02 -0.01
H 0.004 -4.075 -0.738 0.03 0.00 0.02
H 0.995 -2.631 -0.773 -0.01 0.00 -0.05
H -0.523 -1.348 -2.475 -0.13 -0.05 0.04
H -0.145 -3.188 -3.136 -0.13 -0.01 0.02
C -4.057 1.681 1.581 0.03 -0.11 0.01
O -3.121 2.333 0.749 -0.07 0.18 0.01
C -3.403 2.203 -0.635 0.07 -0.15 -0.01
C -4.000 3.468 -1.210 0.03 0.06 0.01
O -5.266 3.786 -0.650 -0.01 -0.03 0.01
C -5.201 4.739 0.387 0.00 -0.02 0.01
H -3.832 1.966 2.608 0.02 -0.01 0.00
H -5.086 1.970 1.346 0.01 0.03 -0.02
H -3.963 0.594 1.488 -0.05 0.00 0.00
H -4.072 1.355 -0.811 0.00 0.01 -0.01
H -2.463 1.988 -1.150 -0.01 -0.01 -0.01
H -4.140 3.335 -2.286 0.00 -0.01 0.00
H -3.305 4.303 -1.058 -0.01 0.00 -0.01
H -4.937 5.730 -0.003 0.02 0.00 0.00
H -4.472 4.458 1.151 0.00 0.00 0.01
H -6.191 4.794 0.839 0.00 0.01 -0.01
```
Forces are in eV/Å.

Calculated values
- total charge = -1
- gap between HOMO and LUMO (eV) = 7.5
- energy relative to the best compared isomer or geometry (same formula, charge and spin) (eV) = 0.000
- max |F| (eV/A) = 0.733
- LUMO (eV) = 2.8
- spin multiplicity = 1
- HOMO (eV) = -4.7

Atom charges from the Löwdin analysis, given in e for atoms 1 to 8: number 1, C, carries -0.11; number 2, C, carries -0.25; number 3, C, carries -0.23; number 4, C, carries -0.21; number 5, C, carries -0.20; number 6, C, carries -0.21; number 7, C, carries -0.21; number 8, C, carries -0.20


C3H4N2O as an isolated structure, computed with the ωB97M-V functional and the def2-TZVPD basis.

The geometry in XYZ format:
```
10
Properties=species:S:1:pos:R:3:forces:R:3
N -1.790 -0.141 -0.022 -0.10 -0.11 -0.20
C -0.447 -0.059 -0.054 -0.33 0.80 -0.04
N 0.385 -1.240 0.197 1.95 1.17 0.95
O 1.515 -1.106 -0.791 -0.30 -0.12 -1.40
C 1.530 -0.088 0.090 -0.41 -1.02 0.94
C 0.466 0.923 -0.121 -0.38 0.07 -0.28
H -2.312 0.700 0.161 -0.01 -0.20 -0.06
H -2.231 -1.027 0.151 0.06 0.04 0.04
H 2.423 0.058 0.713 -0.54 -0.52 0.13
H 0.460 1.981 -0.323 0.05 -0.12 -0.08
```
Forces are in eV/Å.

Calculated values
- gap between HOMO and LUMO (eV) = 9.1
- energy relative to the best compared isomer or geometry (same formula, charge and spin) (eV) = 5.225
- max |F| (eV/A) = 2.466
- LUMO (eV) = 0.9
- spin multiplicity = 1
- HOMO (eV) = -8.2

Atom charges from the Löwdin analysis, given in e for atoms 1 to 8: number 1, N, carries 0.15; number 2, C, carries -0.41; number 3, N, carries 0.11; number 4, O, carries -0.03; number 5, C, carries -0.26; number 6, C, carries -0.01; number 7, H, carries 0.11; number 8, H, carries 0.10